Record 1
# C3H4DyLiO3

A molecular structure, C3H4DyLiO3 at a distorted geometry (ωB97M-V/def2-TZVPD, the OMol25 dataset).

Geometry as XYZ:
```
12
Properties=species:S:1:pos:R:3:forces:R:3
H -0.619857 0.257873 2.512243 0.1971 -0.1303 -0.0542
C 0.152112 0.023179 1.750257 -0.4930 0.2079 0.4617
C -0.345116 0.625915 0.479782 1.1653 -0.7451 -2.5171
O -0.220690 0.018402 -0.609824 -0.6933 0.3380 2.9288
Li 0.159834 -1.876933 -0.111530 -0.0854 0.6543 -0.0257
O 0.405979 -1.327638 1.626097 0.7450 -1.2418 0.5229
H 1.043308 0.613760 2.051474 -0.2181 -0.0040 -0.1623
H -0.701930 1.670889 0.493607 -0.0970 -0.2555 -0.1048
Dy 1.532500 -2.918867 3.178006 -0.4977 0.7472 -0.5335
C -0.524329 1.356646 -2.842724 -0.0510 0.5301 -0.4526
O -0.311494 0.591052 -3.831004 0.2154 -0.1655 0.1741
H -0.570316 0.965722 -4.696383 -0.1873 0.0647 -0.2373
```
Forces are in eV/Å.

Summary:
* E: -1234.58989 hartree
* total charge: +1
* energy above the lowest of the compared OMol25 structures with the same formula, charge and spin: 98.4 kJ/mol
* 2S+1: 7

Charges per atom according to Mulliken partitioning, unit e:
1 H 0.313
2 C -0.205
3 C 0.052
4 O -0.542
5 Li 0.888
6 O -0.714
7 H 0.323
8 H 0.391
9 Dy 0.499
10 C -0.121
11 O -0.266
12 H 0.381

Record 2
# C4H11N3O

A single C4H11N3O molecule at a distorted geometry (ωB97M-V/def2-TZVPD, the OMol25 dataset).

Geometry as XYZ:
```
19
Properties=species:S:1:pos:R:3:forces:R:3
C -1.798909 -0.960703 -0.698645 0.1564 -0.0510 -0.0493
C -0.161617 -1.220354 1.012003 2.0405 0.2927 -0.3619
N -1.205883 -0.465098 0.521575 -0.2009 1.0856 -0.2911
H -1.171124 -0.861595 -1.605705 -0.0270 -0.0004 0.0350
H -2.736199 -0.431531 -0.892198 0.0602 -0.0353 -0.0152
H -2.040229 -2.035788 -0.631736 0.0050 0.0907 0.0479
H -0.033858 -1.158513 2.098892 -0.0498 -0.0907 -0.0217
H -0.023245 -2.259389 0.668698 -0.1062 0.1011 0.0668
C 0.507215 1.441403 -1.014199 -0.0372 -0.1407 0.0355
C 0.583938 0.785153 0.319106 -1.1558 0.1098 -0.1872
N 0.578811 1.583417 1.402481 -0.0641 -0.1087 -0.0244
O 1.639489 -0.975652 -0.760652 -0.2365 0.1705 0.2962
N 1.206762 -0.450234 0.504356 -0.3685 -1.4315 0.4870
H 2.530014 -1.287815 -0.564557 -0.0768 0.0667 0.0061
H 0.661698 1.130652 2.301476 0.0110 -0.0097 -0.0846
H -0.051771 2.370606 1.382720 0.0552 -0.0686 -0.0377
H 0.103148 0.750290 -1.747945 -0.0048 0.0181 0.0099
H 1.519018 1.706506 -1.331094 -0.0230 0.0155 0.0459
H -0.107257 2.338647 -0.964578 0.0222 -0.0142 0.0428
```
Forces are in eV/Å.

Summary:
* E: -398.35632 hartree
* total charge: 0
* energy above the lowest of the compared OMol25 structures with the same formula, charge and spin: 519.4 kJ/mol

Charges per atom according to Mulliken partitioning, unit e:
1 C -0.818
2 C -0.314
3 N -0.551
4 H 0.228
5 H 0.245
6 H 0.368
7 H 0.295
8 H 0.300
9 C -1.135
10 C 0.603
11 N -0.328
12 O -0.400
13 N -0.260
14 H 0.347
15 H 0.255
16 H 0.237
17 H 0.250
18 H 0.298
19 H 0.381

Record 3
# C5H10O

2 unconnected molecules or ions with the total composition C5H10O (ωB97M-V/def2-TZVPD, the OMol25 dataset).

Geometry as XYZ:
```
16
Properties=species:S:1:pos:R:3:forces:R:3
C -0.146213 1.823915 -0.029535 0.0306 0.0575 -0.0736
C -0.418609 0.585823 0.783555 -0.2268 -0.0991 -0.0194
C -1.200512 -0.379767 0.335832 0.0769 0.2544 0.2019
C -2.027163 -1.554879 0.319635 -0.0494 -0.2296 0.2106
O -1.877785 -0.646674 -0.811894 -0.0550 0.1178 -0.1891
H 0.866098 2.211016 0.128053 -0.1390 -0.1499 -0.0089
H -0.847455 2.620318 0.251354 0.1359 -0.0914 -0.0444
H -0.276437 1.632535 -1.099274 0.0106 0.0150 0.1616
H 0.008053 0.500113 1.778650 -0.2059 -0.0331 -0.0977
H -1.612499 -2.551098 0.177551 0.0562 0.1994 -0.0366
H -3.017151 -1.523937 0.773618 0.1931 0.0177 -0.0023
C 2.325421 -0.485676 -0.929231 0.0065 -0.0369 -0.0141
H 2.779866 -1.446986 -1.177564 -0.0118 0.1325 -0.0162
H 3.034429 0.113520 -0.351576 -0.1042 -0.0911 -0.0744
H 2.063108 0.047941 -1.846691 0.0591 -0.1025 0.1215
H 1.420783 -0.655207 -0.341488 0.2231 0.0393 -0.1190
```
Forces are in eV/Å.

Summary:
* E: -271.66268 hartree
* total charge: 0
* SMILES: C/C=C1/CO1.C
* energy above the lowest of the compared OMol25 structures with the same formula, charge and spin: 236.1 kJ/mol

Charges per atom according to Mulliken partitioning, unit e:
1 C -1.023
2 C -0.493
3 C 0.464
4 C -0.197
5 O -0.432
6 H 0.318
7 H 0.328
8 H 0.293
9 H 0.304
10 H 0.222
11 H 0.227
12 C -0.918
13 H 0.333
14 H 0.252
15 H 0.225
16 H 0.098

Record 4
# C17H31EuF5P2

A molecular structure, C17H31EuF5P2 at a distorted geometry (ωB97M-V/def2-TZVPD, the OMol25 dataset).

Geometry as XYZ:
```
56
Properties=species:S:1:pos:R:3:forces:R:3
P -0.942504 1.108086 -2.813935 0.4015 -0.6108 0.0316
P -1.136163 -2.037737 -1.692508 -0.0093 0.5145 0.0604
C -1.214649 -0.316869 -3.970401 -0.2241 0.2815 -0.3634
C -1.913971 -1.510371 -3.280016 -0.0352 -0.5110 -0.1881
H -0.222798 -0.619806 -4.346258 -0.2633 0.1056 0.1393
H -1.795398 0.043130 -4.832146 0.0524 -0.3590 -0.0237
H -2.957659 -1.257851 -3.028246 0.2674 -0.0689 -0.1393
H -1.924417 -2.410111 -3.911391 -0.2258 0.3538 -0.3379
C 0.357781 -2.978303 -2.224240 -0.1423 -0.3133 -0.3444
H 0.818744 -3.436535 -1.328427 -0.2283 0.1664 -0.4694
H 1.108931 -2.324826 -2.701305 -0.4423 -0.3414 0.1467
H 0.047178 -3.765715 -2.929692 0.2860 0.0862 0.1867
C -2.197177 -3.393336 -1.128222 -0.1477 -0.3536 -0.4688
H -2.198277 -4.176570 -1.900082 -0.2971 -0.1135 0.3814
H -3.210932 -3.000993 -0.969783 0.2143 -0.2576 0.0137
H -1.790164 -3.778136 -0.181193 -0.1999 0.0561 -0.3243
C -0.046563 2.371379 -3.765473 -0.2561 0.2140 -0.5653
H 0.139465 3.219749 -3.089506 -0.0407 -0.2368 -0.2423
H -0.602516 2.718507 -4.647496 0.2391 0.0640 0.0775
H 0.920985 1.958396 -4.078462 -0.2009 0.1294 0.0575
C -2.623312 1.843211 -2.615066 -0.1302 0.2137 -0.2926
H -3.301821 1.142615 -2.095642 0.3455 0.2913 -0.2551
H -3.071566 2.132604 -3.584942 0.1301 -0.1012 0.4048
H -2.517747 2.750764 -1.988832 -0.1058 -0.4238 -0.2772
Eu 0.892239 1.397392 4.208079 -1.1115 -1.2406 -0.9949
C -0.358943 -1.467253 1.242383 1.1534 0.3618 1.0837
C 0.820391 -1.553124 0.601161 -0.0702 0.3627 1.1936
C 1.324419 -0.742584 -0.542754 0.6827 0.6588 -0.9190
C 1.893082 0.689572 -0.379257 0.3548 -0.4246 -0.7831
C 0.961296 1.852558 -0.205035 -0.2391 0.4925 1.5376
C -0.336465 1.861877 0.150953 0.7051 -0.0116 0.9762
C -1.282369 0.704953 0.112979 -0.5538 -0.7561 -0.1379
C -1.382568 -0.372241 1.229545 -0.8302 0.4424 -0.8392
C 1.728031 3.566125 4.368570 0.4490 0.7910 -0.0026
H -0.531473 -2.201701 2.043090 0.1124 0.2139 -0.3015
H 1.542041 -2.282396 0.999420 -0.5354 -0.0372 -0.3757
H 0.551884 -0.634422 -1.322206 0.4491 -0.1368 0.4073
H 2.144469 -1.340203 -0.987099 -0.3335 0.4090 0.1265
H 2.669187 0.651620 0.405408 -0.2904 0.4686 -0.0782
H 2.446989 0.919301 -1.317512 -0.0889 -0.3293 0.4461
H 1.475911 2.828045 -0.213821 -0.2017 -0.4365 0.0946
H -0.761991 2.802545 0.533014 0.2027 -0.1319 -0.6551
H -1.066958 0.130799 -0.820988 -0.4890 0.6376 1.1445
H -2.293955 1.145415 -0.009769 0.4374 -0.3512 0.1193
H -1.518409 0.134704 2.203898 0.3949 -0.4211 0.0470
H -2.355834 -0.881244 1.083713 0.2020 0.2810 0.0068
H 1.350593 3.958825 5.324417 0.1796 0.2920 -0.1117
H 1.278442 4.139546 3.535060 0.2178 0.0921 0.3014
H 2.820575 3.659492 4.335054 -0.1556 0.3045 0.0740
F 1.661120 -1.941639 5.238529 0.1921 -0.2439 0.1636
C 1.675153 -0.611256 5.578439 -0.0571 1.1338 -1.0977
F 0.998566 -0.496261 6.792653 0.4782 -0.1792 0.4389
C 3.131198 -0.179684 5.723022 -0.1702 -0.5531 0.7684
F 3.914857 -1.100901 6.304080 0.4195 0.5513 -0.0913
F 3.664922 0.083070 4.468940 -0.4634 -0.1800 0.8043
F 3.218151 0.997784 6.419296 -0.0280 -0.8455 -0.5535
```
Forces are in eV/Å.

Summary:
* E: -2558.49101 hartree
* total charge: 0
* energy above the lowest of the compared OMol25 structures with the same formula, charge and spin: 0.0 kJ/mol
* 2S+1: 8

Charges per atom according to Mulliken partitioning, unit e:
1 P 1.573
2 P 1.538
3 C -1.292
4 C -1.146
5 H 0.341
6 H 0.579
7 H 0.363
8 H 0.546
9 C -1.386
10 H 0.351
11 H 0.315
12 H 0.477
13 C -1.462
14 H 0.437
15 H 0.385
16 H 0.339
17 C -1.338
18 H 0.356
19 H 0.421
20 H 0.349
21 C -1.491
22 H 0.344
23 H 0.426
24 H 0.345
25 Eu 1.207
26 C -0.689
27 C -0.249
28 C 0.466
29 C -0.939
30 C -0.513
31 C -0.442
32 C 0.144
33 C -0.907
34 C -1.421
35 H 0.469
36 H 0.421
37 H -1.146
38 H 0.620
39 H 0.418
40 H 0.377
41 H 0.436
42 H 0.370
43 H -1.578
44 H 0.546
45 H 0.457
46 H 0.389
47 H 0.330
48 H 0.335
49 H 0.274
50 F -0.314
51 C -0.183
52 F -0.335
53 C 0.832
54 F -0.256
55 F -0.242
56 F -0.244

Record 5
# C7H17OPS

2 unconnected molecules or ions with the total composition C7H17OPS at a distorted geometry (ωB97M-V/def2-TZVPD, the OMol25 dataset).

Geometry as XYZ:
```
27
Properties=species:S:1:pos:R:3:forces:R:3
C 3.628613 0.114147 -0.178548 -1.4008 -0.4338 0.6525
C 1.902959 2.033656 0.381423 -0.0636 -0.1743 2.0657
C -2.066202 0.965254 -0.787398 -2.7523 1.0617 -0.7425
C -3.297122 -1.174981 -1.016867 -1.6016 -0.5798 -1.6048
C 1.575197 -0.350596 1.203000 -2.5899 1.6960 -1.3711
C 2.120389 0.495386 0.085835 -0.7308 1.9432 -0.2098
C -1.921618 -0.502577 -0.906893 1.5045 -1.8122 -0.2250
O -1.505104 -1.104919 2.016034 -0.4776 0.4023 -0.2131
P -0.908056 -1.324913 0.498565 1.5461 -1.1787 0.8971
S -0.795415 -3.280500 0.152617 0.1012 1.0970 0.0101
H 3.859531 0.209645 -1.269307 0.2469 -0.1006 1.2058
H 3.704394 -0.923128 0.231693 0.3272 0.4938 -1.0789
H 4.251175 0.676512 0.527784 0.1461 0.2890 -0.6685
H 2.372432 2.265576 1.386847 0.1174 -0.0569 -1.2371
H 2.290119 2.652605 -0.401257 0.6807 0.3327 -0.3401
H 0.882064 2.471795 0.573680 0.3874 -1.3094 -0.5211
H -2.862151 1.280703 -1.607267 1.7316 -0.2037 1.6595
H -2.483605 1.188225 0.193451 -0.4532 0.1523 0.0222
H -1.198521 1.576573 -0.824925 0.9970 0.2290 -0.5371
H -3.362321 -2.335257 -1.126296 0.4732 2.2762 0.4285
H -3.824022 -0.721895 -1.924246 0.9444 -0.7744 0.5696
H -4.026039 -0.794445 -0.275008 0.7682 -0.5191 0.3804
H 1.262099 0.209832 2.119065 0.4763 -1.3265 -0.5901
H 1.907739 -1.333755 1.039460 0.0489 -1.4234 1.1161
H 1.515210 0.356705 -0.824673 0.4632 -0.5511 0.1102
H -1.221295 -0.756303 -1.789495 -1.2063 0.0706 1.2065
H -1.800446 -1.893343 2.522724 0.3160 0.4001 -0.9851
```
Forces are in eV/Å.

Summary:
* E: -1091.60304 hartree
* total charge: 0
* energy above the lowest of the compared OMol25 structures with the same formula, charge and spin: 106.1 kJ/mol

Charges per atom according to Mulliken partitioning, unit e:
1 C -1.217
2 C -1.526
3 C -1.365
4 C -1.364
5 C -1.234
6 C 1.046
7 C 0.630
8 O -0.527
9 P 0.442
10 S -0.434
11 H 0.346
12 H 0.324
13 H 0.320
14 H 0.402
15 H 0.400
16 H 0.322
17 H 0.313
18 H 0.371
19 H 0.270
20 H 0.308
21 H 0.386
22 H 0.342
23 H 0.343
24 H 0.432
25 H 0.133
26 H 0.206
27 H 0.330

Record 6
# C4H13NS2

2 unconnected molecules or ions with the total composition C4H13NS2 at a distorted geometry (ωB97M-V/def2-TZVPD, the OMol25 dataset).

Geometry as XYZ:
```
20
Properties=species:S:1:pos:R:3:forces:R:3
C 1.047826 1.110558 -2.537377 -0.2504 0.9710 2.3815
C -0.313151 0.469606 -2.155982 -0.4932 -0.1938 -1.0120
S -1.221328 1.479762 -0.901946 0.3448 -0.3903 -0.3564
S -2.680624 0.138476 -0.360467 -0.2576 0.4796 -0.5150
H 1.669540 1.184498 -1.576043 -0.5875 -0.4082 -1.3569
H 0.900361 2.193257 -2.789223 0.1388 -1.0422 -0.3815
H 1.577638 0.529899 -3.291740 -0.0849 0.2625 -0.0219
H -0.212920 -0.563878 -1.760461 0.0761 0.7345 -0.1424
H -0.991288 0.416388 -3.060523 0.7782 -0.0070 0.9038
H -3.591126 0.515297 -1.309921 0.2960 -0.3067 0.4734
C -0.397929 -0.232735 2.733498 -0.1985 -0.1065 0.1428
N 0.527236 -0.143800 1.628922 0.5918 0.1024 -0.4056
C 1.010104 -1.436474 1.184084 -1.2738 -1.1441 0.4579
H -1.329011 -0.756040 2.389810 0.8420 0.2359 0.5267
H 0.071217 -0.711661 3.629573 -0.6066 -0.0524 -0.4246
H -0.679868 0.781543 3.017389 -0.1285 -0.0309 0.0561
H 1.319383 0.444324 1.876675 -0.2513 -0.0592 -0.0337
H 1.439666 -2.039048 2.020345 0.0157 0.2233 -0.3489
H 1.774082 -1.337995 0.399231 -0.5091 -0.0938 0.0789
H 0.080192 -2.041977 0.864157 1.5582 0.8257 -0.0222
```
Forces are in eV/Å.

Summary:
* E: -1011.29483 hartree
* total charge: 0
* SMILES: CCSS.CNC
* energy above the lowest of the compared OMol25 structures with the same formula, charge and spin: 73.6 kJ/mol

Charges per atom according to Mulliken partitioning, unit e:
1 C -1.075
2 C -0.343
3 S -0.073
4 S -0.241
5 H 0.252
6 H 0.310
7 H 0.333
8 H 0.302
9 H 0.366
10 H 0.152
11 C -0.925
12 N -0.149
13 C -0.907
14 H 0.271
15 H 0.329
16 H 0.292
17 H 0.213
18 H 0.345
19 H 0.283
20 H 0.266